Density functional theory data (ωB97M-V/def2-TZVPD) for a single C5H10O molecule.

The calculation puts the largest force on an atom at 0.007 Eh/bohr. As for the HOMO energy: -10.255 eV. The value obtained for the frontier orbital gap is 0.42196 Ha. Its multiplicity is 1. The SMILES is CCC[C@H]1CO1. The lowest unoccupied orbital energy comes out at 0.0451 Eh. As for the charge: 0.

The geometry in XYZ format:
```
16
Properties=species:S:1:pos:R:3:nbo_charge:R:1
C -2.05328 -0.38812 0.71868 -0.599
C -1.13701 -0.13495 -0.47501 -0.404
C 0.02079 0.82164 -0.13781 -0.432
C 1.34478 0.31125 -0.68280 0.059
C 2.36328 -0.25762 0.20334 -0.105
O 1.55315 -1.09530 -0.60270 -0.499
H -2.77219 -1.18386 0.49885 0.210
H -1.46077 -0.70289 1.58717 0.200
H -2.61323 0.50938 1.00630 0.199
H -1.71117 0.24447 -1.32857 0.197
H -0.16480 1.82860 -0.52985 0.213
H 0.09847 0.93609 0.95170 0.202
H 1.66986 0.73247 -1.63547 0.181
H 3.42049 -0.22579 -0.05884 0.181
H 2.14381 -0.30597 1.27145 0.176
H -0.70217 -1.08940 -0.78644 0.221
```

Density functional theory data (ωB97M-V/def2-TZVPD) for a single C5H10O molecule.

The calculation puts the largest force on an atom at 0.009 Eh/bohr. As for the HOMO energy: -8.289 eV. The value obtained for the frontier orbital gap is 0.31640 Ha. Its multiplicity is 1. The lowest unoccupied orbital energy comes out at 0.0118 Eh. As for the charge: 0.

The geometry in XYZ format:
```
16
Properties=species:S:1:pos:R:3:nbo_charge:R:1
C 1.85337 -1.32480 0.05628 -0.788
C 1.45857 0.07579 -0.17314 0.184
C -0.92685 1.10110 0.89294 -0.070
O -2.11782 0.97790 1.64344 -0.709
C -0.89685 0.07972 -0.23769 -0.405
C 0.35619 0.15474 -1.16359 -0.563
H 1.20450 -2.13094 -0.33230 0.185
H 2.76435 -1.30539 -0.57490 0.281
H 2.20095 -1.54099 1.07225 0.239
H -0.80703 2.11409 0.47556 0.160
H -0.10030 0.96191 1.59574 0.199
H -2.85138 1.09754 1.02795 0.458
H -1.78364 0.24202 -0.86906 0.209
H -0.98885 -0.93023 0.18255 0.210
H 0.30094 -0.67952 -1.88975 0.194
H 0.33387 1.10706 -1.70629 0.217
```

Density functional theory data (ωB97M-V/def2-TZVPD) for a single C5H10O molecule.

The calculation puts the largest force on an atom at 0.047 Eh/bohr. As for the HOMO energy: -8.652 eV. The value obtained for the frontier orbital gap is 0.35274 Ha. Its multiplicity is 1. The SMILES is C[C@H]1C[C@]1(C)O. The lowest unoccupied orbital energy comes out at 0.0348 Eh. As for the charge: 0.

The geometry in XYZ format:
```
16
Properties=species:S:1:pos:R:3:nbo_charge:R:1
C -0.98488 1.04232 1.04303 -0.645
C -0.93377 -0.09357 0.01219 -0.199
C -0.37391 0.48460 -1.43680 -0.553
C 0.38105 -0.44347 -0.53565 0.226
C 1.60042 -0.30007 0.32626 -0.630
O 0.35511 -1.70986 -1.18527 -0.709
H -2.00163 1.32079 1.34526 0.219
H -0.44396 0.74177 1.94753 0.217
H -0.49705 1.96234 0.68155 0.223
H -1.59537 -0.92831 0.15642 0.221
H -0.58499 0.01925 -2.39042 0.227
H -1.19671 1.13867 -1.13743 0.290
H 2.52492 -0.51868 -0.20974 0.224
H 1.48307 -1.03710 1.13759 0.199
H 1.64903 0.69063 0.77491 0.224
H 0.61867 -2.36930 -0.52942 0.467
```

Density functional theory data (ωB97M-V/def2-TZVPD) for a molecular structure, C5H10O.

The calculation puts the largest force on an atom at 0.029 Eh/bohr. As for the HOMO energy (alpha / beta): -7.683 / -6.865 eV. The value obtained for the frontier orbital gap (alpha / beta) is 0.30923 / 0.25710 Ha. Its multiplicity is 1. The lowest unoccupied orbital energy (alpha / beta) comes out at 0.0269 / 0.0048 Eh. As for the charge: 0.

The geometry in XYZ format:
```
16
Properties=species:S:1:pos:R:3:nbo_charge:R:1
O -1.56407 0.48471 1.65771 -0.650
C -1.53445 -0.33101 0.59423 0.177
C -0.47968 -0.37130 -0.33327 -0.383
C 0.06705 0.97373 -1.04270 -0.353
C 1.51904 0.58195 -0.87870 -0.471
C 0.98562 -0.35917 0.20476 -0.182
H -0.71285 0.95065 1.70888 0.476
H -0.26167 -2.26764 1.29093 -0.036
H -2.45976 -0.88462 0.48569 0.180
H -0.63856 -1.15320 -1.07920 0.236
H -0.21078 1.85993 -0.46803 0.204
H -0.34296 1.04485 -2.05617 0.219
H 1.92129 0.05429 -1.74913 0.207
H 2.20717 1.37259 -0.58120 0.211
H 1.05552 0.08624 1.20971 0.149
H 0.44909 -2.04200 1.03649 0.017
```